(1)
Density functional theory data (ωB97M-V/def2-TZVPD) for a 2-piece molecular cluster, C5H4N2O4P overall.

Calculated values
Energy above the lowest of the compared OMol25 structures with the same formula, charge and spin   2.7919 eV
Gap between HOMO and LUMO (alpha / beta)   0.283 / 0.283 Ha
Charge   -1
DFT total energy   -944.70034 a.u.
E_HOMO (alpha / beta)   -4.36 / -4.36 eV
F_max   0.0797 hartree/bohr
LUMO (alpha / beta)   0.1226 / 0.1226 Eh

Each line ends with the Löwdin charge.
Positions of all 16 atoms, in Å:
C (1.034, 2.168, -0.474)  -0.13
C (2.117, 1.434, -0.871)  -0.10
C (-0.052, 1.458, -0.120)  -0.13
C (2.004, 0.059, -1.083)  -0.17
C (0.031, 0.065, -0.039)  -0.15
N (0.976, -0.646, -0.602)  0.03
N (-1.323, -2.386, 1.218)  -0.52
O (-0.883, -2.190, 2.334)  -0.02
O (-3.332, -1.596, -0.317)  -0.37
O (-1.127, -3.375, 0.564)  0.02
O (-2.863, -0.342, 1.887)  -0.34
P (-2.398, -1.060, 0.716)  0.52
H (1.039, 3.203, -0.453)  0.08
H (3.035, 1.711, -1.251)  0.06
H (-0.957, 2.113, 0.083)  0.12
H (2.701, -0.617, -1.590)  0.10

---

(2)
Density functional theory data (ωB97M-V/def2-TZVPD) for C46H53FeI2O6S2Si as an isolated structure.

Calculated values
Energy above the lowest of the compared OMol25 structures with the same formula, charge and spin   0.5062 eV
<S²>   6.013
Gap between HOMO and LUMO (alpha / beta)   0.247 / 0.244 Ha
Charge   +1
DFT total energy   -5181.15638 a.u.
E_HOMO (alpha / beta)   -10.94 / -10.94 eV
F_max   0.0176 hartree/bohr
LUMO (alpha / beta)   -0.1549 / -0.1580 Eh
Spin multiplicity   5

Each line ends with the Löwdin charge.
Positions of all 111 atoms, in Å:
Fe (0.064, -0.654, -2.160)  0.45
C (4.740, -5.186, 3.580)  -0.04
C (3.949, -4.230, 2.736)  -0.25
C (3.161, -3.244, 3.314)  -0.02
C (2.437, -2.358, 2.528)  -0.06
C (2.523, -2.462, 1.149)  -0.38
C (3.289, -3.452, 0.541)  -0.05
C (3.992, -4.328, 1.341)  -0.02
S (1.641, -1.253, 0.224)  1.10
O (1.234, -1.940, -1.092)  -0.57
C (2.940, -0.156, -0.295)  -0.31
C (3.784, -0.556, -1.355)  -0.09
C (4.745, 0.302, -1.794)  0.00
C (4.901, 1.582, -1.200)  -0.14
C (5.915, 2.470, -1.634)  -0.02
C (6.057, 3.698, -1.056)  -0.06
C (5.183, 4.101, -0.024)  -0.05
C (4.194, 3.268, 0.414)  -0.02
C (4.033, 1.979, -0.157)  -0.11
C (3.016, 1.077, 0.285)  -0.15
C (2.094, 1.487, 1.386)  -0.15
C (2.605, 1.456, 2.725)  -0.11
C (3.913, 0.983, 3.010)  -0.01
C (4.367, 0.925, 4.296)  -0.05
C (3.548, 1.343, 5.367)  -0.06
C (2.289, 1.808, 5.122)  -0.02
C (1.787, 1.870, 3.800)  -0.15
C (0.471, 2.322, 3.535)  0.00
C (-0.020, 2.311, 2.269)  -0.06
C (0.796, 1.884, 1.192)  -0.29
S (-0.145, 1.858, -0.337)  1.10
O (0.697, 1.186, -1.420)  -0.58
C (-0.132, 3.576, -0.737)  -0.38
C (1.056, 4.244, -1.012)  -0.04
C (1.021, 5.609, -1.219)  -0.02
C (-0.180, 6.319, -1.142)  -0.25
C (-0.204, 7.809, -1.326)  -0.04
C (-1.356, 5.622, -0.889)  -0.02
C (-1.342, 4.250, -0.688)  -0.06
H (4.532, -5.047, 4.639)  0.08
H (5.810, -5.043, 3.422)  0.09
H (4.509, -6.219, 3.319)  0.09
H (3.099, -3.171, 4.392)  0.12
H (1.814, -1.598, 2.983)  0.12
H (3.304, -3.548, -0.536)  0.11
H (4.586, -5.109, 0.883)  0.12
H (3.657, -1.533, -1.802)  0.10
H (5.407, 0.017, -2.603)  0.12
H (6.576, 2.155, -2.431)  0.12
H (6.840, 4.367, -1.386)  0.11
H (5.301, 5.078, 0.425)  0.11
H (3.529, 3.585, 1.206)  0.12
H (4.551, 0.656, 2.200)  0.12
H (5.364, 0.556, 4.498)  0.11
H (3.922, 1.291, 6.380)  0.11
H (1.653, 2.133, 5.935)  0.12
H (-0.145, 2.662, 4.358)  0.12
H (-1.035, 2.633, 2.071)  0.11
H (1.988, 3.697, -1.079)  0.11
H (1.940, 6.139, -1.436)  0.12
H (0.785, 8.196, -1.562)  0.08
H (-0.554, 8.302, -0.418)  0.09
H (-0.883, 8.091, -2.131)  0.09
H (-2.297, 6.157, -0.848)  0.12
H (-2.262, 3.708, -0.503)  0.11
I (1.602, -0.514, -4.316)  0.44
I (0.395, -0.651, -6.631)  0.22
C (-3.950, -4.307, 0.342)  -0.02
C (-2.587, -4.062, -0.294)  -0.63
C (-1.561, -3.638, 0.754)  -0.02
C (-2.110, -5.305, -1.031)  -0.02
O (-2.702, -3.041, -1.292)  -0.10
Si (-2.970, -1.430, -1.183)  0.03
O (-1.572, -0.655, -1.368)  -0.34
O (-3.588, -1.060, 0.279)  -0.10
C (-4.585, -0.128, 0.705)  -0.64
C (-5.957, -0.572, 0.213)  -0.02
C (-4.235, 1.259, 0.171)  -0.03
C (-4.536, -0.141, 2.227)  -0.03
O (-4.039, -0.983, -2.336)  -0.10
C (-4.167, -1.413, -3.696)  -0.63
C (-2.790, -1.555, -4.343)  -0.06
C (-4.911, -2.744, -3.722)  -0.02
C (-4.973, -0.332, -4.402)  -0.02
H (-3.885, -5.102, 1.087)  0.09
H (-4.671, -4.605, -0.420)  0.09
H (-4.311, -3.402, 0.828)  0.07
H (-1.398, -4.439, 1.476)  0.09
H (-1.905, -2.752, 1.290)  0.08
H (-0.612, -3.410, 0.264)  0.07
H (-2.019, -6.149, -0.347)  0.09
H (-1.137, -5.122, -1.490)  0.09
H (-2.818, -5.571, -1.816)  0.09
H (-5.973, -0.627, -0.874)  0.07
H (-6.722, 0.133, 0.541)  0.09
H (-6.201, -1.555, 0.616)  0.09
H (-4.241, 1.259, -0.920)  0.08
H (-3.237, 1.544, 0.514)  0.06
H (-4.954, 1.999, 0.524)  0.09
H (-4.770, -1.138, 2.602)  0.09
H (-5.257, 0.563, 2.644)  0.09
H (-3.538, 0.132, 2.574)  0.08
H (-2.221, -2.357, -3.867)  0.08
H (-2.238, -0.615, -4.249)  0.06
H (-2.892, -1.789, -5.404)  0.08
H (-4.353, -3.498, -3.168)  0.07
H (-5.046, -3.088, -4.749)  0.09
H (-5.893, -2.630, -3.263)  0.09
H (-4.439, 0.619, -4.371)  0.09
H (-5.936, -0.203, -3.908)  0.09
H (-5.151, -0.600, -5.444)  0.09

---

(3)
Density functional theory data (ωB97M-V/def2-TZVPD) for a 2-piece molecular cluster, CH2Cl2 overall.

Calculated values
Energy above the lowest of the compared OMol25 structures with the same formula, charge and spin   3.5865 eV
Gap between HOMO and LUMO (alpha / beta)   0.411 / 0.156 Ha
DFT total energy   -959.54866 a.u.
E_HOMO (alpha / beta)   -11.44 / -8.37 eV
F_max   0.0319 hartree/bohr
LUMO (alpha / beta)   -0.0096 / -0.1512 Eh

Each line ends with the Löwdin charge.
Positions of all 5 atoms, in Å:
Cl (0.910, 0.775, 0.140)  0.00
C (-2.445, 0.087, 1.125)  -0.58
Cl (-3.948, -0.358, 1.597)  0.61
H (-2.294, 0.237, 0.069)  -0.01
H (-1.788, 0.465, 1.893)  -0.01

---

(4)
Density functional theory data (ωB97M-V/def2-TZVPD) for an isolated ion of composition C4H4NS and charge +1.

Calculated values
Energy above the lowest of the compared OMol25 structures with the same formula, charge and spin   2.5823 eV
SMILES   C1=C[N+]2=C[C@@H]2S1
Gap between HOMO and LUMO   0.296 Ha
Charge   +1
DFT total energy   -607.35065 a.u.
E_HOMO   -14.08 eV
F_max   0.0407 hartree/bohr
LUMO   -0.2212 Eh

Each line ends with the Löwdin charge.
Positions of all 10 atoms, in Å:
C (0.612, -0.060, -1.030)  -0.10
C (1.461, -0.140, -0.011)  -0.35
C (-1.517, 0.628, 0.140)  0.16
C (-0.866, -0.473, 0.915)  -0.34
N (-0.689, -0.096, -0.516)  0.02
S (0.809, -0.123, 1.596)  1.06
H (0.922, 0.129, -2.040)  0.14
H (2.503, 0.018, -0.311)  0.12
H (-2.115, 1.584, 0.049)  0.19
H (-1.120, -1.467, 1.209)  0.11

---

(5)
Density functional theory data (ωB97M-V/def2-TZVPD) for a 2-piece molecular cluster, C3H10N2O2 overall.

Calculated values
Energy above the lowest of the compared OMol25 structures with the same formula, charge and spin   1.9101 eV
<S²>   0.754
Gap between HOMO and LUMO (alpha / beta)   0.098 / 0.295 Ha
Charge   -1
DFT total energy   -380.21287 a.u.
E_HOMO (alpha / beta)   1.37 / -4.17 eV
F_max   0.0588 hartree/bohr
LUMO (alpha / beta)   0.1484 / 0.1421 Eh
Spin multiplicity   2

Each line ends with the Löwdin charge.
Positions of all 17 atoms, in Å:
C (1.366, -0.213, -1.272)  -0.51
N (0.730, -0.226, -0.050)  -0.06
C (-0.654, -0.678, 0.106)  -0.27
C (-1.654, 0.382, -0.346)  -0.32
N (-3.023, -0.046, -0.001)  -0.06
O (2.300, 0.605, -1.562)  -0.24
H (1.125, -0.991, -2.138)  0.07
H (1.223, 0.122, 0.755)  0.06
H (-0.884, -1.544, -0.564)  0.10
H (-0.785, -1.105, 1.093)  0.09
H (-1.433, 0.445, -1.457)  0.12
H (-1.503, 1.192, 0.316)  0.07
H (-3.717, 0.696, -0.185)  0.04
H (-3.195, -0.287, 0.965)  0.04
H (3.119, 0.494, 0.675)  0.01
H (3.770, 0.921, 2.036)  0.02
O (3.214, 0.233, 1.629)  -0.17

---

(6)
Density functional theory data (ωB97M-V/def2-TZVPD) for one molecule with the formula C21H21ClFNO3.

Calculated values
Energy above the lowest of the compared OMol25 structures with the same formula, charge and spin   0.3161 eV
SMILES   O=C(/C=C/C[N@+]1([O-])CC[C@](O)(c2ccc(Cl)cc2)CC1)c1ccc(F)cc1
Gap between HOMO and LUMO   0.295 Ha
DFT total energy   -1653.23860 a.u.
E_HOMO   -8.86 eV
F_max   0.1460 hartree/bohr
LUMO   -0.0303 Eh

Each line ends with the Löwdin charge.
Positions of all 48 atoms, in Å:
O (3.000, -1.609, 2.137)  0.08
O (-0.094, -0.325, -3.066)  -0.14
F (1.442, -6.747, 5.543)  0.08
Cl (-4.025, 7.382, -0.299)  0.65
O (-1.078, 2.033, -3.270)  -0.04
C (2.331, -2.578, 1.830)  -0.37
C (1.624, -2.495, 0.548)  0.00
C (1.885, -1.523, -0.395)  -0.02
C (2.377, -4.634, 4.996)  0.00
C (1.271, -5.935, 3.298)  0.00
C (-2.816, 5.048, 0.150)  -0.12
C (-3.222, 5.537, -2.188)  -0.07
C (2.619, -3.643, 4.076)  -0.01
C (1.469, -4.899, 2.388)  -0.01
C (-2.152, 3.852, -0.174)  -0.03
C (-2.552, 4.324, -2.493)  0.00
C (1.647, -5.780, 4.645)  -0.25
C (-3.298, 5.898, -0.830)  -0.68
C (2.156, -3.714, 2.756)  -0.14
C (-1.991, 3.464, -1.517)  -0.13
C (-1.809, 0.966, -1.306)  -0.07
C (0.308, 2.316, -1.457)  -0.06
C (-1.155, 2.234, -1.890)  -0.49
C (1.161, -1.404, -1.711)  -0.12
C (-0.804, -0.153, -0.995)  -0.07
C (1.153, 1.053, -1.829)  -0.05
N (0.376, -0.198, -1.918)  -0.47
H (-0.734, 1.078, -3.351)  0.06
H (0.842, -3.221, 0.304)  0.10
H (2.667, -0.815, -0.154)  0.11
H (2.712, -4.512, 6.015)  0.12
H (0.772, -6.839, 2.983)  0.11
H (-2.948, 5.315, 1.194)  0.10
H (-3.530, 6.187, -2.998)  0.10
H (3.083, -2.720, 4.434)  0.13
H (1.154, -5.052, 1.371)  0.10
H (-1.771, 3.220, 0.615)  0.11
H (-2.466, 4.056, -3.515)  0.10
H (-2.552, 0.601, -1.991)  0.13
H (-2.397, 1.206, -0.424)  0.12
H (0.330, 2.471, -0.353)  0.12
H (0.793, 3.210, -1.854)  0.13
H (1.919, -1.421, -2.515)  0.15
H (0.478, -2.250, -1.902)  0.15
H (-1.348, -1.128, -0.981)  0.15
H (-0.396, 0.047, 0.001)  0.13
H (1.600, 1.192, -2.811)  0.14
H (1.970, 0.907, -1.095)  0.13